Entry 1:
The following is a quantum chemistry calculation of a structure of composition C43H46Cl4N6O2PY at a distorted geometry, from the OMol25 dataset.

## Properties
orbital gap = 6.593 eV
max |F| = 1.771 eV/A
HOMO level = -6.105 eV
energy relative to the best compared isomer or geometry (same formula, charge and spin) = 77.27 kcal/mol

Positions of all 103 atoms, in Å:
1 Y -0.4439 0.2444 0.2986
2 N 2.8199 1.5898 0.8719
3 P 2.4008 -0.0740 0.3517
4 C 4.0911 -0.4687 -0.2554
5 C 5.2000 -0.3505 0.5747
6 C 6.4482 -0.7551 0.1330
7 C 6.6050 -1.2786 -1.1391
8 C 5.5105 -1.3623 -1.9812
9 C 4.2630 -0.9538 -1.5447
10 C 2.4730 -0.7538 2.0592
11 C 1.7145 -0.1040 3.0283
12 C 1.5768 -0.6406 4.2954
13 C 2.1840 -1.8465 4.6023
14 C 2.9520 -2.4935 3.6478
15 C 3.1096 -1.9461 2.3867
16 C 2.0762 2.6813 0.5698
17 C 2.6047 3.9685 0.7810
18 C 1.8398 5.0674 0.4874
19 C 0.5694 4.8808 -0.0519
20 C 0.1270 3.5913 -0.2427
21 N 0.8376 2.5038 0.0811
22 H 3.7333 1.8018 1.2479
23 H 5.0908 0.0322 1.5825
24 H 7.3000 -0.6714 0.7913
25 H 7.5748 -1.6254 -1.4659
26 H 5.6305 -1.7564 -2.9783
27 H 3.4053 -1.0421 -2.1933
28 H 1.2224 0.8350 2.7841
29 H 0.9752 -0.1333 5.0338
30 H 2.0531 -2.2886 5.5792
31 H 3.4143 -3.4424 3.8833
32 H 3.7081 -2.4622 1.6487
33 H 3.6045 4.0552 1.1782
34 H 2.2250 6.0606 0.6533
35 H -0.0567 5.7215 -0.2975
36 H -0.8518 3.4081 -0.6706
37 Cl -1.4748 -0.6874 2.8649
38 C -3.1113 -0.9819 2.2484
39 Cl -2.9683 -1.5097 0.5665
40 H -3.6604 -0.0389 2.2739
41 H -3.5828 -1.7715 2.8345
42 Cl -1.7228 2.3449 1.9926
43 C -3.0581 2.6102 0.8734
44 C -3.9996 3.5809 1.1006
45 C -5.0277 3.7579 0.1834
46 C -5.0980 2.9329 -0.9379
47 C -4.1466 1.9743 -1.1461
48 Cl -4.2403 0.9266 -2.5260
49 C -3.0013 1.7790 -0.2976
50 N -2.0361 0.9740 -0.5878
51 H -3.9388 4.2006 1.9836
52 H -5.7657 4.5261 0.3358
53 H -5.9026 3.0435 -1.6506
54 C -5.1284 -5.3937 -1.0618
55 C -4.4067 -5.1055 0.2228
56 C -5.1345 -5.0606 1.4044
57 C -4.5343 -4.7382 2.6056
58 C -3.1787 -4.4790 2.6387
59 C -2.4291 -4.5457 1.4690
60 N -1.0699 -4.1810 1.5432
61 C -0.0351 -4.8426 0.9511
62 C -0.0047 -6.2440 0.9251
63 C 1.0903 -6.9207 0.4407
64 C 2.1999 -6.2230 -0.0302
65 C 2.1782 -4.8452 -0.0427
66 C 1.0706 -4.1366 0.4303
67 C 1.0890 -2.6623 0.3136
68 O 0.1422 -1.9614 0.7866
69 O 2.0655 -2.1455 -0.2927
70 C -3.0368 -4.8361 0.2412
71 C -2.2358 -4.7899 -1.0265
72 H -6.1824 -5.5868 -0.8740
73 H -4.7092 -6.2604 -1.5715
74 H -5.0602 -4.5399 -1.7364
75 H -6.1950 -5.2587 1.3747
76 H -5.1272 -4.6863 3.5059
77 H -2.6893 -4.2271 3.5676
78 H -0.9029 -3.1779 1.5741
79 H -0.8544 -6.7829 1.3181
80 H 1.0903 -8.0028 0.4434
81 H 3.0607 -6.7660 -0.3896
82 H 3.0175 -4.2713 -0.4124
83 H -1.6501 -5.7009 -1.1540
84 H -1.5473 -3.9463 -1.0122
85 H -2.8817 -4.6791 -1.8909
86 C -1.2381 -0.7187 -4.6953
87 C -0.3416 -1.7736 -4.0447
88 C 1.0695 -1.6882 -4.6419
89 C -0.9255 -3.1686 -4.2690
90 N -0.3367 -1.5727 -2.5880
91 N -0.0196 -0.2536 -2.1559
92 H -1.4184 -0.9764 -5.7346
93 H -0.7673 0.2620 -4.6797
94 H -2.1925 -0.6599 -4.1798
95 H 1.0426 -1.8899 -5.7084
96 H 1.7324 -2.4108 -4.1700
97 H 1.4905 -0.6927 -4.5084
98 H -0.9550 -3.4108 -5.3284
99 H -1.9349 -3.2048 -3.8709
100 H -0.3268 -3.9192 -3.7571
101 H 0.3344 -2.2155 -2.1680
102 H -0.7854 0.3466 -2.4810
103 H 0.8579 0.0905 -2.5720

Löwdin atomic charge list, values in e, 99 entries: 1.065 -0.116 1.034 -0.320 -0.102 -0.080 -0.086 -0.077 -0.089 -0.336 -0.149 -0.105 -0.076 -0.058 -0.081 -0.397 -0.020 -0.067 -0.070 -0.172 0.004 0.094 0.106 0.103 0.102 0.103 0.090 0.086 0.104 0.104 0.109 0.114 0.107 0.108 0.103 0.098 0.607 -0.853 0.697 0.037 0.028 0.676 -0.570 -0.142 -0.130 -0.142 -0.619 0.646 -0.576 -0.289 0.098 0.087 0.097 -0.046 -0.230 -0.053 -0.088 -0.050 -0.254 0.102 -0.214 -0.024 -0.077 -0.090 -0.019 -0.064 -0.575 -0.234 -0.153 -0.187 -0.019 0.075 0.087 0.084 0.105 0.102 0.114 0.071 0.120 0.105 0.096 0.116 0.093 0.070 0.064 -0.044 -0.626 -0.045 -0.041 -0.046 -0.049 0.087 0.078 0.063 0.083 0.080 0.068 0.084 0.077

Entry 2:
The following is a quantum chemistry calculation of a cluster of 2 separate species, C4H7NO in total, from the OMol25 dataset.

## Properties
orbital gap (spin up / spin down) = 8.265 / 8.153 eV
max |F| = 0.981 eV/A
HOMO level (spin up / spin down) = -7.627 / -7.544 eV
energy relative to the best compared isomer or geometry (same formula, charge and spin) = 112.98 kcal/mol

Positions of all 13 atoms, in Å:
1 C -0.8388 -1.2844 0.5569
2 C -0.4755 0.9951 -1.1736
3 O -0.0945 1.4495 -0.0134
4 C 1.0736 1.3428 0.5398
5 C 0.5374 -1.3452 0.0612
6 N 1.5942 -1.5429 -0.3624
7 H -1.0655 -0.3562 1.0874
8 H -1.5377 -1.3888 -0.2755
9 H -0.9470 -2.1274 1.2359
10 H -1.5171 1.1479 -1.4082
11 H 0.2040 0.3674 -1.7366
12 H 1.1520 1.7274 1.5428
13 H 1.9148 1.0146 -0.0544

natural (NBO) atomic charges, in units of e: -0.730 -0.175 -0.372 -0.133 0.299 -0.352 0.260 0.257 0.251 0.173 0.173 0.173 0.175